[1]
Below is a molecular structure, C29H33N6O2RuS4 in a non-equilibrium geometry, with properties calculated with ωB97M-V/def2-TZVPD.

Results
expectation value of S² = 0.76
Kohn-Sham gap (alpha / beta) = 7.05 / 6.81 eV
DFT total energy = -89556.37135 eV
HOMO level (alpha / beta) = -13.30 / -13.30 eV
largest force on an atom = 4.19 eV/A
LUMO level (alpha / beta) = -6.25 / -6.48 eV
relative energy (zero: lowest compared OMol25 entry of this formula, charge and spin) = 1.513 eV

```
! RIJCOSX wB97M-V def2-TZVPD def2/J DEFGRID3
* xyz 2 2
H -4.95329 4.35342 1.30050
C -4.85028 0.32931 -3.78885
C -4.60093 1.69418 -3.70321
C 4.33776 -1.06573 -0.58322
C 1.05086 -1.54359 -2.83891
H -5.57948 -0.04565 -4.49517
C -0.28133 -0.57580 3.14235
S 3.37988 -0.97282 1.96766
C -1.64574 4.99924 1.02218
H -0.25622 3.82546 -0.10953
H -0.68208 -3.59778 2.20689
H -0.38139 -4.35261 -0.88886
C 2.51688 -1.28462 -2.58713
H 2.62971 -3.84692 -1.29908
C -3.65749 2.17188 -2.80893
H 2.91474 -0.73300 -3.44059
C 0.45624 -3.89375 -1.41506
H -0.29457 2.14910 4.26515
H -1.33665 -0.51688 4.96581
N -0.70089 2.22901 -2.00903
H -5.14340 2.38653 -4.33378
N 1.04432 0.76965 1.76085
C -1.28528 3.93161 0.21189
C 0.39628 1.45573 -1.85573
C -4.16852 -0.54517 -2.96024
S 1.74485 -3.61034 0.91177
C -0.69156 -2.66126 2.73051
H 4.09991 -3.68985 0.53400
C -3.55546 3.16322 0.19732
C -2.95482 1.29521 -1.98533
C -2.23980 3.01808 -0.22024
H -0.89808 5.72033 1.33099
C 1.43059 2.08336 1.61691
N 0.22591 1.90518 3.43819
H 3.20966 -2.83037 3.35370
C -3.22059 -0.06595 -2.06108
H 4.72990 0.52548 0.81162
H -0.79931 2.82639 -2.81432
H -4.30245 2.44007 -0.10365
S 2.81728 -0.26453 -1.12635
C 1.77999 -4.26373 -0.76055
H 4.22857 -2.14541 -0.62761
C -1.82067 1.86702 -1.13959
N -1.02012 -1.03223 4.16036
C -2.96885 5.15957 1.41019
C 3.46349 -3.75039 1.41313
H 5.62080 -0.94823 1.16121
C 4.66632 -0.56466 0.79902
H 0.92463 -2.27392 -3.63932
O 1.37510 1.44560 -2.57542
H 3.62036 -4.72769 1.86858
H -3.47412 3.23952 -2.74577
H -4.37450 -1.60729 -3.00747
H 0.55758 -0.62932 -3.15373
H 0.42662 -4.23968 -2.44816
H -1.87863 -2.96359 4.58119
Ru 1.01090 -0.84387 0.55538
C -1.12221 0.79944 -0.31540
S 0.10124 -2.12103 -1.43251
H 1.89385 -5.34674 -0.71759
C 0.93920 2.79404 2.66291
C -3.91918 4.23471 1.00405
C 3.77782 -2.66674 2.43642
C -1.29239 -2.36119 3.90888
H 5.12422 -0.77020 -1.28133
H 3.08930 -2.20202 -2.47408
H 1.02428 3.83625 2.91618
O -1.59496 0.14026 0.59422
N -0.05004 -1.52920 2.25610
H -3.25802 6.00396 2.02267
H 4.83514 -2.69559 2.70164
H -2.71738 -0.76120 -1.40179
H 2.03855 2.41704 0.79269
C 0.30238 0.70334 2.85028
N 0.18551 0.62732 -0.71481
*
```

Results of the Mulliken charge analysis, in e, for atoms 1 through 6: atom 1 (H): 0.45, atom 2 (C): -0.45, atom 3 (C): -1.03, atom 4 (C): -0.40, atom 5 (C): -1.05, atom 6 (H): 0.43

***

[2]
Below is a molecular structure, C6H15BF4KNO4S in a non-equilibrium geometry, with properties calculated with ωB97M-V/def2-TZVPD.

Results
Kohn-Sham gap = 1.85 eV
DFT total energy = -54854.64585 eV
HOMO level = 0.38 eV
largest force on an atom = 5.54 eV/A
LUMO level = 2.23 eV

```
! RIJCOSX wB97M-V def2-TZVPD def2/J DEFGRID3
* xyz -2 1
C 1.56354 -3.65643 5.90228
C 4.48021 -0.40011 6.57269
H 3.29016 0.54173 5.02689
C 0.41215 -0.43837 4.45545
H 2.43156 -4.22247 5.56424
H 1.24772 -2.00414 3.64262
H 2.40401 0.13533 6.43320
B 9.42707 2.27954 0.14943
N 2.64855 -1.53501 5.21690
H 4.89245 0.58877 6.77333
H 1.13855 -1.83366 6.73297
O 7.26870 -2.91264 -3.82960
C 3.13817 -0.27080 5.73738
O 6.83743 -4.42401 -1.94061
F 10.32972 3.19371 0.24288
F 9.80131 1.27711 -0.65832
H -0.25850 -1.07940 5.02766
H 2.21716 -0.52223 3.34308
O 5.24540 -4.13036 -3.82177
F 8.79900 1.83223 1.36326
O 5.80351 -2.25593 -2.37825
H 1.10945 -4.34275 6.61701
H 5.18690 -0.91503 5.92188
H 0.81152 -3.75149 5.11899
S 6.23606 -3.50184 -2.94512
C 1.71976 -1.13284 4.09664
H 4.48663 -1.06007 7.44017
K 7.18345 -3.26568 2.77369
H 0.54862 0.53424 4.92820
C 2.04082 -2.30815 6.34709
H -0.30908 -0.24250 3.66201
H 2.88167 -2.40116 7.03441
F 8.37263 2.86809 -0.52508
*
```

Results of the Mulliken charge analysis, in e, for atoms 1 through 6: atom 1 (C): -1.43, atom 2 (C): -1.31, atom 3 (H): 0.49, atom 4 (C): -1.07, atom 5 (H): 0.34, atom 6 (H): 0.28